1.
20
Properties=species:S:1:pos:R:3 method="wB97M-V/def2-TZVPD" total_energy_ha=-1173.073815 total_charge=0
C -0.09 0.48 -1.67
C 1.03 -0.08 -1.02
C -1.21 0.68 -0.89
C 1.04 -0.29 0.34
C -1.24 0.52 0.52
C -0.07 -0.02 1.19
C -0.17 -0.30 2.54
N 1.06 -3.89 2.46
O -1.29 -4.22 1.61
O 0.25 -2.82 0.26
F -1.38 -0.11 3.09
F 0.89 -4.07 3.81
F 2.06 -2.96 2.47
S -0.42 -3.08 1.52
H 0.11 0.60 -2.68
H 1.78 -0.25 -1.66
H -2.00 1.07 -1.47
H 1.79 -0.70 0.94
H -2.25 0.80 0.90
H 0.67 -0.53 3.06

=====

2.
49
Properties=species:S:1:pos:R:3 method="wB97M-V/def2-TZVPD" total_energy_ha=-995.768122 total_charge=0
C 0.39 -2.22 -2.64
H 0.68 -2.12 -3.68
H -0.25 -3.09 -2.53
H 1.29 -2.38 -2.04
C -0.32 -0.95 -2.16
C -0.67 -1.05 -0.71
N 0.29 -0.67 0.12
C 0.10 -0.72 1.43
N 1.14 -0.38 2.23
H 0.93 -0.24 3.21
C 2.34 0.21 1.69
H 3.13 0.12 2.43
H 2.61 -0.37 0.81
C 2.15 1.68 1.28
N 3.18 2.05 0.33
C 3.61 3.44 0.39
C 2.60 4.39 -0.29
H 2.99 5.41 -0.32
O 2.38 4.01 -1.63
C 1.90 2.68 -1.71
H 1.80 2.46 -2.77
C 2.87 1.69 -1.04
H 2.44 0.69 -1.06
H 3.81 1.69 -1.60
H 0.91 2.62 -1.23
H 1.65 4.38 0.27
H 3.77 3.74 1.42
H 4.56 3.51 -0.15
H 1.13 1.78 0.87
H 2.22 2.32 2.16
C -1.13 -1.15 1.97
C -2.15 -1.57 1.11
C -1.91 -1.54 -0.27
C -2.97 -1.98 -1.25
C -4.07 -2.79 -0.59
C -4.57 -2.08 0.66
C -3.45 -2.04 1.69
H -3.72 -1.41 2.54
H -3.29 -3.05 2.09
H -5.44 -2.59 1.08
H -4.86 -1.06 0.40
H -4.89 -2.94 -1.30
H -3.69 -3.78 -0.31
H -2.51 -2.56 -2.05
H -3.41 -1.08 -1.71
C -1.31 -1.13 3.37
N -1.42 -1.09 4.51
H -1.20 -0.76 -2.77
H 0.36 -0.10 -2.28

=====

3.
19
Properties=species:S:1:pos:R:3 method="wB97M-V/def2-TZVPD" total_energy_ha=-741.879807 total_charge=-1
C 0.14 -0.28 -1.33
N 0.43 0.97 -2.05
C 0.11 -0.07 0.16
C 1.16 0.98 0.67
S 0.65 2.78 0.63
N 0.09 -1.38 0.71
C -1.19 -1.72 1.53
O -2.35 -1.52 0.90
H 1.06 -0.81 -1.87
H -0.81 -0.75 -1.68
H 0.08 1.91 -1.83
H 0.08 0.85 -3.01
H -0.85 0.54 0.26
H 2.12 0.95 -0.10
H 1.57 0.71 1.68
H -0.59 2.62 1.07
H 0.22 -1.94 -0.10
H -0.95 -1.08 2.39
H -0.95 -2.76 1.99